A molecular structure, C5H8O, computed with wB97M-V/def2-TZVPD.

Geometry as XYZ:
```
14
Properties=species:S:1:pos:R:3:forces:R:3
C -1.5629 1.6776 0.9855 -0.05 0.06 0.02
C -0.6801 0.6992 0.3009 -0.14 -0.03 -0.53
C -0.3822 0.1486 -0.7930 0.11 0.03 0.51
C 0.4102 -0.7133 -1.5043 -0.12 0.09 -0.15
C 1.4710 -1.3813 0.0299 0.12 -0.13 -0.02
O 1.2525 -0.7826 1.1412 -0.12 0.04 -0.12
H -0.9658 2.4599 1.4644 -0.08 -0.13 -0.07
H -2.2504 2.1477 0.2782 0.09 -0.07 0.10
H -2.1478 1.1829 1.7672 0.10 0.07 -0.11
H -0.0458 -1.6227 -1.8926 0.06 0.13 0.08
H 1.1481 -0.2705 -2.1723 -0.09 -0.06 0.12
H 1.1194 -2.4197 -0.0702 0.01 0.17 0.04
H 2.4313 -1.1906 -0.4707 -0.15 0.03 0.08
H 0.2026 0.0648 0.9359 0.25 -0.19 0.03
```
Positions in Å, forces in eV/Å.

Computed properties:
LUMO level in eV: 0.5



A molecular structure, C31H24Br2FIMnN3O3, computed with wB97M-V/def2-TZVPD.

Geometry as XYZ:
```
66
Properties=species:S:1:pos:R:3:forces:R:3
Mn -0.2792 -0.8430 -0.4102 -0.24 -0.48 -0.50
C -0.9344 3.2660 -2.1227 -0.03 0.05 -0.03
C 0.2987 2.5813 -2.6231 0.08 -0.25 0.29
N 0.8346 2.9572 -3.7495 0.08 0.01 -0.17
C 1.9090 2.2766 -4.2266 -0.07 0.06 0.11
C 2.4926 1.2339 -3.5646 -0.08 0.02 0.04
C 3.6046 0.4730 -4.2299 -0.01 -0.07 0.02
O 3.2667 -0.9001 -4.4357 -0.02 0.03 -0.04
C 1.9477 0.8194 -2.3183 0.26 -0.34 0.14
C 2.5876 -0.2501 -1.5771 -0.30 0.29 0.01
N 2.0514 -0.8291 -0.5582 0.13 -0.28 -0.16
C 2.7613 -1.8251 0.1529 -0.39 0.58 -0.21
C 3.6548 -2.7057 -0.4464 0.14 -0.21 0.08
C 4.3065 -3.6652 0.3136 -0.08 0.08 -0.01
C 4.0582 -3.7608 1.6754 0.04 -0.06 0.01
C 3.1446 -2.9077 2.2773 -0.07 0.09 -0.04
C 2.4943 -1.9434 1.5195 0.41 -0.48 -0.12
I 1.0840 -0.7249 2.4103 -0.05 0.27 0.41
C 0.8019 1.4751 -1.8205 -0.29 0.24 -0.15
O 0.1734 1.1728 -0.7451 0.12 0.13 0.02
H -1.2085 4.0671 -2.8062 -0.01 0.00 0.01
H -0.7831 3.6601 -1.1160 0.03 0.01 0.00
H -1.7539 2.5468 -2.0433 0.00 0.01 -0.03
H 2.2878 2.5973 -5.1909 -0.02 0.00 -0.01
H 4.5213 0.4621 -3.6339 -0.01 0.04 0.02
H 3.8421 0.9595 -5.1822 0.00 -0.03 0.02
H 2.3191 -0.9408 -4.6224 0.03 -0.01 0.02
H 3.5912 -0.5217 -1.9074 0.03 -0.08 0.10
H 3.8157 -2.6643 -1.5165 -0.04 0.06 0.00
H 4.9945 -4.3491 -0.1663 0.00 -0.01 0.01
H 4.5577 -4.5158 2.2688 -0.01 0.00 0.01
H 2.9247 -2.9966 3.3327 0.02 -0.01 0.00
C -2.8071 0.2037 1.7403 -0.02 -0.04 0.00
C -3.3405 0.1741 0.3396 -0.14 0.08 -0.01
C -4.6746 0.5414 0.0486 0.18 -0.03 0.01
C -5.0959 0.5576 -1.2469 -0.02 0.03 -0.08
C -4.2084 0.2049 -2.2902 -0.19 0.05 -0.05
C -4.5296 0.2322 -3.6714 0.14 -0.04 0.13
Br -6.2560 0.7735 -4.2516 -0.04 0.01 -0.02
C -3.5907 -0.1155 -4.5995 0.02 0.01 -0.05
C -2.3105 -0.5258 -4.2097 -0.09 0.00 -0.09
Br -1.0624 -0.9833 -5.5603 0.05 -0.01 0.02
C -1.9060 -0.6226 -2.8776 -0.15 0.10 0.07
O -0.7682 -1.0321 -2.4942 0.26 -0.03 0.12
C -2.9131 -0.1937 -1.9113 0.15 -0.05 0.10
N -2.5166 -0.1914 -0.6114 0.15 0.02 -0.05
H -3.5657 0.5271 2.4521 -0.01 0.00 -0.01
H -1.9593 0.8910 1.7952 0.01 -0.02 0.00
H -2.4677 -0.7938 2.0246 0.04 -0.05 0.02
H -5.3387 0.8137 0.8577 -0.02 0.00 0.00
H -6.1071 0.8520 -1.4951 0.00 -0.01 0.01
H -3.8273 -0.0770 -5.6542 -0.01 0.00 0.01
F -5.5827 -3.6940 2.4714 0.00 0.00 -0.01
C -4.3530 -3.5683 1.8861 -0.02 -0.02 -0.04
C -4.2683 -3.4063 0.5153 -0.03 -0.01 0.10
C -3.0196 -3.2777 -0.0672 0.06 0.07 -0.04
C -1.8292 -3.2824 0.6863 -0.08 -0.04 0.00
C -0.5237 -3.0309 0.0739 0.05 0.24 0.03
C -1.9799 -3.4848 2.0690 0.07 0.03 0.06
C -3.2233 -3.6250 2.6725 -0.03 0.04 -0.04
H -5.1713 -3.3770 -0.0817 -0.01 -0.01 0.01
H -2.9515 -3.1397 -1.1413 0.00 0.00 0.00
H -0.4695 -3.4215 -0.9463 0.00 0.00 0.00
H 0.2848 -3.4584 0.6710 0.04 0.02 -0.02
H -1.0886 -3.5240 2.6870 -0.01 0.00 0.00
H -3.3187 -3.7737 3.7408 0.00 0.00 0.00
```
Positions in Å, forces in eV/Å.

Computed properties:
LUMO level (alpha / beta) in eV: 2.2 / 2.2
Spin multiplicity: 6
Charge: -1



C4H9BrOS2 in the gas phase in a non-equilibrium geometry, computed with wB97M-V/def2-TZVPD.

Geometry as XYZ:
```
17
Properties=species:S:1:pos:R:3:forces:R:3
O -2.5547 0.2263 1.6182 -0.23 0.26 0.11
C -1.6258 -0.6130 0.9688 0.34 -0.24 -0.06
C -0.5954 0.2844 0.2902 -0.39 -0.15 0.12
C 0.4564 -0.4948 -0.4776 -0.02 -0.29 0.50
S 1.4670 -1.5878 0.6157 -0.09 -0.17 -0.31
C 1.4171 0.3636 -1.2307 -0.53 0.60 -1.61
S 1.9903 1.8054 -0.4302 -0.28 -0.10 0.05
Br 0.1699 0.9624 -3.1948 0.94 -0.44 1.51
H -3.2509 -0.3102 2.0087 0.06 0.01 -0.02
H -1.1297 -1.2752 1.6947 -0.09 0.09 -0.20
H -2.1257 -1.2398 0.2163 0.09 0.04 0.02
H -0.1282 0.9119 1.0544 0.01 0.00 0.00
H -1.1164 0.9439 -0.4069 0.02 0.04 -0.03
H -0.0127 -1.2015 -1.1666 0.10 0.14 -0.02
H 1.8445 -0.6374 1.4682 0.07 0.22 0.15
H 2.1864 -0.1728 -1.7682 -0.12 0.01 -0.10
H 3.0079 2.0347 -1.2603 0.13 -0.03 -0.11
```
Positions in Å, forces in eV/Å.

Computed properties:
LUMO level in eV: -0.6
SMILES: OCC[C@H](S)[C@H](S)Br



A molecular structure, C27H37F7FeN4O2PS in a non-equilibrium geometry, computed with wB97M-V/def2-TZVPD.

Geometry as XYZ:
```
80
Properties=species:S:1:pos:R:3:forces:R:3
Fe 11.4547 9.2113 9.0107 -0.62 -1.27 -0.13
C 14.0752 9.2360 12.5841 -0.54 0.02 0.47
C 13.9567 7.9993 11.6203 -0.25 0.80 1.46
C 12.4855 7.4963 11.5129 1.04 -0.30 0.05
C 14.6720 8.1771 10.3085 -1.26 0.14 1.51
C 15.8179 7.4705 10.1958 3.00 -1.40 -0.89
C 16.5242 7.3602 8.9791 -1.33 1.10 0.39
C 15.9933 8.0186 7.8658 0.03 -1.15 0.95
C 14.8985 8.8737 8.0326 -0.87 0.14 -0.81
C 14.4499 9.5797 6.7488 -0.72 0.08 -0.27
C 13.5201 8.6652 5.8212 0.19 2.23 0.62
C 15.7315 10.0541 6.0239 0.76 -0.42 0.22
C 14.2153 8.9899 9.2782 2.21 -0.94 -1.57
N 13.1664 9.8704 9.5557 -0.07 2.28 0.21
C 13.5012 11.2430 9.8034 0.26 -0.01 0.05
C 14.5182 11.8908 9.0386 -1.12 1.18 1.19
C 14.6657 13.3147 9.1348 0.64 -1.81 -0.04
C 14.0042 13.9894 10.1426 0.17 0.69 0.94
C 13.0794 13.3188 11.0126 1.28 1.94 -0.53
C 12.8111 12.0145 10.8315 -0.12 -1.70 -2.02
F 11.8350 11.4225 11.5272 0.29 -0.16 0.01
H 14.7207 9.0681 13.4700 -0.16 -0.17 -0.65
H 13.0994 9.5214 13.0051 0.12 -0.16 -0.21
H 14.4477 10.1229 12.0923 0.24 0.22 -0.23
H 14.5557 7.2611 12.1735 -0.54 -0.27 -0.50
H 11.7395 8.2823 11.3928 -0.02 0.29 0.07
H 12.2749 7.0132 12.4728 -0.33 0.00 -0.26
H 12.3785 6.7642 10.7033 -0.01 0.06 0.31
H 16.2842 6.9512 11.0637 -0.80 0.40 -0.61
H 17.4464 6.8214 8.9501 0.27 -0.44 -0.21
H 16.3590 7.7409 6.8674 -0.04 0.59 0.62
H 13.7862 10.4454 7.0218 0.71 -0.59 -0.27
H 14.0611 7.8663 5.3345 0.19 -0.15 -0.12
H 13.0741 9.3906 5.0611 0.40 -1.28 0.83
H 12.7509 8.2408 6.4762 0.06 0.04 -0.62
H 16.2161 9.1630 5.5350 -0.32 1.04 0.49
H 16.4713 10.5257 6.7302 -0.63 -0.64 -0.53
H 15.5959 10.7870 5.2483 -0.55 0.25 -0.42
H 15.1705 11.3102 8.4079 -0.13 0.03 -0.16
H 15.4269 13.7743 8.4794 -0.62 -0.07 0.59
H 14.3107 15.0574 10.3748 -0.78 -1.41 -0.44
H 12.6354 13.8875 11.8181 -0.21 -0.19 0.00
O 9.3118 9.3017 11.3820 0.26 2.02 -2.35
C 9.1619 10.1582 10.4754 -0.77 -1.69 1.77
C 8.0473 11.1987 10.4737 1.23 0.58 0.94
C 8.1452 11.9675 9.1776 0.59 0.64 -0.29
C 9.3509 11.3015 8.4946 -0.64 -0.75 -2.04
O 9.6736 11.5374 7.3276 0.33 -0.52 2.33
N 9.8520 10.2240 9.2974 -0.04 1.65 -0.65
H 8.2256 11.8391 11.3421 -0.18 -0.11 0.07
H 7.1598 10.6527 10.6429 -1.21 -0.40 0.09
H 8.4134 13.0612 9.3149 -0.52 -1.24 -0.15
H 7.2428 11.8845 8.5228 0.90 0.12 0.43
F 11.2141 7.6410 7.7880 -0.17 0.38 0.28
P 10.6869 5.8468 7.7850 0.00 -0.40 0.52
F 11.9120 5.6895 8.9087 -0.74 0.16 -1.48
F 9.7404 6.3081 9.0165 0.27 -0.58 -0.91
F 11.6956 5.7399 6.5495 -0.17 -0.03 0.78
F 10.4206 4.2599 7.8543 -0.39 1.66 -0.17
F 9.4800 6.2312 6.7262 1.42 -0.50 1.47
C 11.2017 12.1602 17.3812 -0.55 1.12 0.55
N 10.4101 11.0273 17.0230 -0.54 -1.07 0.03
C 10.7791 9.7180 17.5871 -0.69 0.19 1.36
C 9.5614 11.1112 15.9615 0.58 0.12 -1.04
S 9.7345 12.3581 14.8012 -0.37 -0.93 0.70
N 8.6911 10.0613 15.8325 -0.58 -0.77 -0.39
C 8.2761 9.5238 14.5223 0.81 1.15 -0.09
C 7.8073 9.6509 16.9175 0.41 0.36 0.56
H 11.6747 11.9835 18.3448 -0.05 0.01 0.05
H 10.5245 13.0410 17.4488 0.65 -0.43 0.03
H 11.9523 12.3832 16.6406 0.37 0.08 -0.34
H 11.8022 9.7413 17.9655 -0.04 0.37 0.00
H 10.7890 8.9536 16.8190 -0.50 -0.15 -0.04
H 10.1170 9.4409 18.4887 0.87 0.15 -1.47
H 9.1707 9.2589 13.9652 -0.07 -0.24 -0.12
H 7.7456 10.2322 13.8878 -0.11 0.30 0.19
H 7.6313 8.6775 14.6677 -0.06 -0.48 0.22
H 8.1079 10.2130 17.8193 -0.31 -0.55 -0.23
H 7.7517 8.5568 17.0940 0.57 0.52 -0.04
H 6.7936 9.9351 16.6624 -0.36 0.28 -0.02
```
Positions in Å, forces in eV/Å.

Computed properties:
LUMO level (alpha / beta) in eV: 0.2 / -2.9
Spin multiplicity: 6



Repeat the third record exactly.
C4H9BrOS2 in the gas phase in a non-equilibrium geometry, computed with wB97M-V/def2-TZVPD.

Geometry as XYZ:
```
17
Properties=species:S:1:pos:R:3:forces:R:3
O -2.5547 0.2263 1.6182 -0.23 0.26 0.11
C -1.6258 -0.6130 0.9688 0.34 -0.24 -0.06
C -0.5954 0.2844 0.2902 -0.39 -0.15 0.12
C 0.4564 -0.4948 -0.4776 -0.02 -0.29 0.50
S 1.4670 -1.5878 0.6157 -0.09 -0.17 -0.31
C 1.4171 0.3636 -1.2307 -0.53 0.60 -1.61
S 1.9903 1.8054 -0.4302 -0.28 -0.10 0.05
Br 0.1699 0.9624 -3.1948 0.94 -0.44 1.51
H -3.2509 -0.3102 2.0087 0.06 0.01 -0.02
H -1.1297 -1.2752 1.6947 -0.09 0.09 -0.20
H -2.1257 -1.2398 0.2163 0.09 0.04 0.02
H -0.1282 0.9119 1.0544 0.01 0.00 0.00
H -1.1164 0.9439 -0.4069 0.02 0.04 -0.03
H -0.0127 -1.2015 -1.1666 0.10 0.14 -0.02
H 1.8445 -0.6374 1.4682 0.07 0.22 0.15
H 2.1864 -0.1728 -1.7682 -0.12 0.01 -0.10
H 3.0079 2.0347 -1.2603 0.13 -0.03 -0.11
```
Positions in Å, forces in eV/Å.

Computed properties:
LUMO level in eV: -0.6
SMILES: OCC[C@H](S)[C@H](S)Br